[1]
A 2-piece molecular cluster, CH4N2Si overall. Source: the OMol25 dataset; level of theory: wB97M-V/def2-TZVPD.

Properties
Structure (SMILES) = N=[SiH2].C#N
Electronic energy = -11957.145 eV
Energy above the lowest of the compared OMol25 structures with the same formula, charge and spin = 212.42 kJ/mol

Structure (XYZ):
```
8
CH4N2Si (wB97M-V/def2-TZVPD)
N 1.082 1.097 -0.286
Si 1.327 -0.474 -0.059
H 1.692 1.780 -0.702
H 0.346 -1.050 0.825
H 2.342 -1.671 -0.597
C -2.225 0.117 0.270
N -2.953 -0.772 0.345
H -1.612 0.972 0.205
```

Mulliken atomic charge list, values in e, 6 entries: N -0.47; Si 0.40; H 0.22; H -0.07; H -0.05; C 0.00



[2]
A 2-piece molecular cluster, C4H13NS overall. Source: the OMol25 dataset; level of theory: wB97M-V/def2-TZVPD.

Properties
Structure (SMILES) = CCN.CSC
Electronic energy = -16683.188 eV
Energy above the lowest of the compared OMol25 structures with the same formula, charge and spin = 87.06 kJ/mol

Structure (XYZ):
```
19
C4H13NS (wB97M-V/def2-TZVPD)
C 2.516 2.742 -3.034
C 2.865 1.934 -1.762
N 3.912 0.916 -2.035
H 3.370 2.823 -3.716
H 2.293 3.764 -2.730
H 1.823 2.145 -3.631
H 2.136 1.383 -1.170
H 3.342 2.611 -1.047
H 4.804 1.356 -2.184
H 3.706 0.387 -2.871
C -4.508 -2.965 2.881
S -3.019 -3.062 1.838
C -2.213 -1.579 2.480
H -4.526 -2.895 3.976
H -5.032 -2.040 2.611
H -5.144 -3.814 2.633
H -2.045 -1.664 3.546
H -2.949 -0.799 2.272
H -1.328 -1.244 1.943
```

Mulliken atomic charge list, values in e, 6 entries: C -0.97; C -0.31; N -0.64; H 0.29; H 0.31; H 0.29



Listing F_max for the structures above in their given order: 2.2 2.3 eV Å⁻¹.
Listing frontier orbital gap for the structures above in their given order: 9.987 9.428 eV.
Listing HOMO energy for the structures above in their given order: -10.24 -8.50 eV.